This record from the OMol25 dataset describes a structure of composition C29H52FeN4O9 in a non-equilibrium geometry. The level of theory is ωB97M-V/def2-TZVPD.

```
95
Properties=species:S:1:pos:R:3:lowdin_spin:R:1
C 2.4273 1.7899 2.1145 0.002
N -2.8091 4.4005 2.4054 0.000
H -1.3003 2.1409 -3.7885 0.000
H -2.0167 2.1358 4.8158 0.000
C -2.1134 3.8569 1.3977 0.000
H -0.7821 3.1750 -2.4487 0.000
C -1.3855 2.6892 1.5388 0.000
H -1.1475 1.2434 -1.6154 0.001
O -2.0091 1.6077 -1.9253 0.002
H -3.8888 -2.2488 -2.2475 0.000
C 0.2856 -1.8935 -4.3291 0.000
C 3.4273 3.6981 -4.2470 0.002
N 2.1730 2.0900 0.8248 0.040
H -0.1421 -1.4213 -1.2542 0.001
H 2.7935 0.7886 2.3027 0.001
O 4.3244 -2.7101 1.5156 0.000
H -5.6109 -0.4072 1.5908 0.000
H 0.3491 -2.6331 -5.1300 0.000
H 0.6410 -2.4379 -3.4556 0.000
H -3.2420 -5.1272 -1.7517 0.000
H -1.7370 -2.1788 2.4450 0.000
H 2.5249 2.2729 4.1654 0.000
H 0.6904 -4.1635 -0.4397 0.000
C -2.8162 3.7914 3.5990 0.000
H -1.1800 -0.9376 3.5764 0.000
O -4.1882 -0.1863 -1.9224 0.000
C 1.5279 4.2745 1.6112 0.002
H -2.4989 -1.2554 -2.3724 0.000
C -1.3459 -4.4549 -0.9672 0.000
H 1.4587 -0.9123 2.9758 0.000
C 4.0955 3.8157 -3.0333 0.001
C -1.6302 2.6044 -2.8516 0.000
C -4.2753 0.9877 1.3570 0.000
H 0.3032 -6.0032 -4.0668 0.000
C -2.0271 2.6707 3.8765 0.000
H 3.4830 -1.2832 3.7178 0.000
H 2.4491 -2.6538 4.3288 0.000
H -2.2411 4.3074 0.4203 0.000
H 3.3208 -3.9017 0.2552 0.000
C -2.0094 -1.6073 3.3358 0.000
O -5.4493 0.3007 0.9643 0.000
H 4.8840 4.5425 -2.9099 0.000
C 0.0285 -4.5766 -1.1926 0.000
O -2.1327 -2.5188 4.4368 0.000
C 2.0325 2.0664 -3.2461 0.004
H 4.1768 3.1768 -1.0330 0.001
C 2.6610 -1.5829 4.3763 0.000
Fe 2.4043 0.4644 -0.6310 3.734
O 2.1292 -1.0619 0.7049 0.077
H -3.3420 4.3063 4.3924 0.000
C 3.6532 3.0300 -1.9703 0.006
H -3.4284 0.2931 1.2967 0.000
N 2.7432 2.0602 -2.0967 0.023
C -0.1257 -0.6900 -0.4275 0.008
H 0.5383 -2.3921 0.8071 0.001
H -2.9048 -1.0243 3.1337 0.000
C 3.8832 -4.0208 1.1871 0.000
C -3.4208 -1.3753 -1.7904 0.000
H -4.4032 1.4302 2.3479 0.000
H -3.1458 -1.5344 -0.7439 0.000
H 2.9011 -1.3126 5.4038 0.000
H 4.7589 -4.6563 1.0712 0.000
H -0.8015 2.1916 0.7742 0.000
H 1.5272 3.7276 -0.3944 0.000
O 1.1384 -0.7675 -4.5542 0.000
H 1.1192 5.2452 1.3727 0.000
H 1.2036 1.3710 -3.2854 0.000
C -0.2004 -5.5437 -3.2265 0.000
C 1.7991 3.9003 2.9210 -0.003
C -1.5500 -5.6864 -2.9917 0.000
N 0.6310 -5.0325 -2.2928 0.000
C 2.2907 2.9114 -4.3114 0.000
H 3.6579 -2.0801 1.2041 0.000
O 0.3500 0.4724 -1.0708 0.080
O 1.5605 -0.7945 3.9264 0.000
H 1.7139 2.8970 -5.2245 0.000
C 0.7430 -1.3224 0.6918 0.009
H 0.2662 -0.8803 1.5856 0.001
H -1.7011 -4.0333 -0.0383 0.000
C 1.7472 3.3541 0.5967 0.002
H 3.2118 -4.4665 1.9294 0.000
H -0.7119 -1.4952 -4.1463 0.000
H 3.8643 4.1469 -5.1301 0.000
C -2.1760 -5.0605 -1.9181 0.000
H -3.4901 0.4642 -2.0974 0.000
H -1.5780 -3.2693 4.2164 0.000
H -1.1535 -0.6488 -0.0454 0.001
H -2.1771 -6.0423 -3.8014 0.000
H 0.8178 -0.2281 -5.2799 0.000
C 2.2607 2.6385 3.1841 0.001
H -0.6843 1.2722 2.8731 0.000
H 1.6501 4.6014 3.7334 0.000
H -2.3455 3.3896 -3.0980 0.000
H -3.9558 1.7905 0.6941 0.000
C -1.3468 2.1287 2.7986 0.000
```

The total energy comes out at -89686.846 eV. Its total charge is 0. For the energy above the lowest of the compared OMol25 structures with the same formula, charge and spin, the calculation gives 1.1991 eV. The spin multiplicity is 5. For the maximum force, the calculation gives 2.611 eV/A. The HOMO-LUMO gap (alpha / beta) is 8.0 / 7.7 eV. The HOMO energy (alpha / beta) is -8.44 / -8.35 eV.